Record 1
{"formula": "C5H10AlBr2NO4P", "method": "ωB97M-V/def2-TZVPD", "molar_mass_g_mol": 365.90, "charge": -1, "e_lumo_ev": 2.91, "gap_ev": 7.62, "species": ["Br", "Br", "P", "Al", "O", "O", "O", "O", "N", "C", "C", "C", "C", "C", "H", "H", "H", "H", "H", "H", "H", "H", "H", "H"], "positions_angstrom": [[2.68518, 0.19942, 0.14736], [0.08241, 2.43173, 1.64777], [-1.22066, 2.68014, -0.22879], [-0.25109, 1.69476, -2.09383], [-1.14686, 4.42629, -0.54161], [1.14738, -1.36109, 3.19458], [1.59305, 1.29137, -2.09639], [-0.66026, -0.14285, -2.37639], [-1.26927, -1.08676, 3.02578], [0.31005, -0.97151, -1.58650], [1.70903, -0.11717, -1.59332], [0.05770, -1.54172, 2.41092], [0.18423, -2.20733, 0.88687], [-0.52245, -1.19343, -0.19217], [-1.58914, -1.66638, -0.44226], [-0.30055, -3.26971, 0.95813], [0.36373, -1.93953, -2.27631], [-0.38254, 2.58313, -3.41979], [1.33838, -2.38444, 0.64296], [-2.06462, -1.31480, 2.36458], [-1.25680, -0.03915, 3.20082], [-0.66849, -0.11139, 0.28522], [-0.64280, 4.84382, 0.24331], [2.50442, -0.80337, -2.16096]], "atomic_forces_ev_per_a": [[-0.41, -0.74, -0.09], [-0.14, 0.18, -0.53], [-1.11, 1.75, 0.91], [2.45, -2.21, -1.95], [1.48, -0.79, 2.21], [-6.49, -1.12, -4.87], [-1.29, -3.90, 1.12], [1.53, 0.63, 1.69], [1.46, -0.27, -2.76], [-2.72, 1.09, -1.20], [0.95, 1.11, -1.59], [4.40, 1.31, 3.94], [0.36, 0.33, 1.21], [0.17, -0.57, 0.23], [2.37, 1.38, 0.25], [0.61, 2.01, -0.33], [0.47, 1.71, 1.96], [-0.52, 0.10, 0.25], [-2.59, 0.67, 0.88], [1.32, 0.60, 0.91], [0.25, -1.80, -0.28], [0.31, -2.41, -0.94], [-1.17, -1.00, -1.90], [-1.68, 1.94, 0.89]]}

=====

Record 2
{"formula": "C5H8O2", "method": "ωB97M-V/def2-TZVPD", "molar_mass_g_mol": 100.12, "smiles": "O=C1CC[C@@H]1CO", "e_lumo_ev": 0.81, "gap_ev": 10.45, "e_above_lowest_kj_mol": 140.76, "species": ["O", "O", "C", "C", "C", "C", "C", "H", "H", "H", "H", "H", "H", "H", "H"], "positions_angstrom": [[1.77859, -0.75532, -1.82944], [-1.42241, 1.97096, 0.40911], [-0.90840, 1.20303, -0.67814], [1.18839, -1.49315, 0.53188], [0.22825, 0.36593, -0.10316], [-0.19270, -0.85065, 0.72509], [1.26466, -0.61787, -0.75370], [-0.57096, -0.61778, 1.71583], [1.91187, -1.13827, 1.27622], [-0.57710, 1.86098, -1.48957], [-1.69506, 0.53480, -1.06028], [0.82804, 1.02792, 0.53981], [1.23976, -2.58545, 0.48746], [-0.93087, -1.42860, 0.15419], [-2.14205, 2.52346, 0.07470]], "atomic_forces_ev_per_a": [[-0.43, 0.21, 0.73], [-0.11, 0.11, -0.11], [0.27, -0.28, -0.44], [0.08, -0.06, -0.06], [-0.09, 0.10, -0.02], [-0.28, 0.01, 0.29], [0.03, 0.01, -0.23], [0.09, -0.24, 0.12], [-0.10, 0.02, -0.18], [0.06, -0.10, 0.04], [0.19, 0.10, -0.08], [-0.03, -0.10, -0.10], [0.12, 0.26, -0.32], [0.00, 0.13, 0.24], [0.20, -0.16, 0.12]]}

=====

Record 3
{"formula": "C6H10F3O4PS", "method": "ωB97M-V/def2-TZVPD", "molar_mass_g_mol": 266.18, "charge": -2, "e_lumo_ev": 3.44, "gap_ev": 1.86, "species": ["S", "P", "F", "F", "F", "O", "O", "O", "O", "C", "C", "C", "C", "C", "C", "H", "H", "H", "H", "H", "H", "H", "H", "H", "H"], "positions_angstrom": [[-1.65695, 1.60847, -1.60003], [0.13016, -2.82514, 2.55141], [1.35396, -1.00526, 0.14504], [3.48709, 1.40531, -0.99874], [2.70655, -1.37315, -1.55300], [-0.47901, -3.32285, 1.21614], [-0.17605, -1.30776, 2.66079], [1.65810, -3.04291, 2.53956], [-0.48606, -3.59735, 3.73219], [1.06574, 1.72701, -0.74633], [0.11416, 1.47307, -1.93581], [-2.02118, 1.16715, 0.10212], [2.14380, -0.50996, -0.72904], [-1.51134, -0.22257, 0.56661], [2.26929, 0.82193, -0.81969], [1.46909, 2.72894, -0.86605], [-3.11327, 1.12130, 0.11897], [-1.73972, 1.96098, 0.78144], [-2.25960, 0.49868, -2.32936], [-1.18053, -0.81830, -0.27551], [0.57740, 1.62525, 0.21694], [0.31627, 2.22575, -2.69086], [0.31224, 0.51611, -2.41520], [-2.30191, -0.74873, 1.08154], [-0.67822, -0.10596, 1.24686]], "atomic_forces_ev_per_a": [[-0.39, 1.14, -0.21], [0.13, 0.23, 0.37], [-1.05, -1.00, -0.52], [-0.02, 0.08, -1.31], [0.82, -0.45, 0.77], [0.02, -0.27, -0.19], [0.23, 0.05, 0.57], [0.14, 0.08, -0.43], [-0.35, 0.05, -0.13], [0.70, -0.18, 0.31], [0.11, -0.25, 0.10], [-0.39, -1.63, 0.23], [0.42, 1.13, -0.23], [0.09, 1.20, -0.71], [-0.38, -0.18, 0.55], [-0.16, 0.25, 0.38], [-0.13, 0.37, -0.36], [0.23, 0.35, -0.22], [0.42, -0.01, 0.39], [-0.03, -0.30, -0.05], [-0.14, 0.10, 0.10], [-0.26, 0.11, -0.15], [-0.12, -0.28, 0.22], [0.02, -0.16, 0.18], [0.10, -0.45, 0.34]]}

=====

Record 4
{"formula": "C17H18N2O3S", "method": "ωB97M-V/def2-TZVPD", "molar_mass_g_mol": 330.41, "smiles": "COc1ccc2[nH]cc(CCNS(=O)(=O)c3ccccc3)c2c1", "e_lumo_ev": 0.58, "gap_ev": 8.34, "e_above_lowest_kj_mol": 154.91, "species": ["S", "O", "O", "O", "N", "N", "C", "C", "C", "C", "C", "C", "C", "C", "C", "C", "C", "C", "C", "C", "C", "C", "C", "H", "H", "H", "H", "H", "H", "H", "H", "H", "H", "H", "H", "H", "H", "H", "H", "H", "H"], "positions_angstrom": [[-2.44955, 0.66318, -1.52048], [-3.70859, 0.95968, -2.13416], [2.51962, 3.05671, 0.09429], [-1.39259, 1.63046, -1.57698], [3.38355, -2.34496, -0.08435], [-1.89640, -0.72822, -2.23927], [1.24854, -1.75328, -0.41906], [1.68443, 0.78817, -0.16391], [4.02248, 1.27421, 0.26314], [-4.05035, -0.96417, 1.80546], [1.21400, 3.56292, -0.05445], [2.69549, 1.70182, 0.05802], [-3.30194, -0.38802, 2.82076], [-2.77697, 0.25925, 0.19955], [-2.03693, 0.85062, 1.20365], [-3.78827, -0.63757, 0.48520], [-0.51831, -1.10604, -2.04961], [-2.29988, 0.52214, 2.52371], [4.36354, -0.05653, 0.24185], [2.01687, -0.56872, -0.19714], [2.12029, -2.80073, -0.34501], [3.35143, -0.98075, 0.00747], [-0.21682, -1.78534, -0.70290], [4.20231, -2.91906, 0.01680], [1.92916, -3.85139, -0.45517], [-1.72614, 0.97616, 3.31717], [1.31975, 4.64656, -0.07570], [0.58256, 3.28058, 0.79543], [0.04485, -0.17615, -2.12665], [-4.83789, -1.66320, 2.04294], [-0.21857, -1.75887, -2.87415], [0.73781, 3.22434, -0.97906], [4.76877, 2.03368, 0.43353], [-0.74603, -1.24502, 0.08696], [0.66771, 1.09826, -0.33742], [-1.27134, 1.56085, 0.93610], [-0.57717, -2.81672, -0.71152], [-2.56926, -1.47627, -2.20789], [5.38478, -0.37087, 0.39784], [-3.50681, -0.64446, 3.84935], [-4.36812, -1.05326, -0.32433]], "atomic_forces_ev_per_a": [[-0.38, -0.36, -0.29], [-0.09, -0.26, 0.18], [0.28, -0.14, 0.01], [0.21, -0.20, 0.24], [0.32, -0.32, 0.03], [-0.49, 0.84, 0.19], [-0.12, -0.30, -0.01], [0.07, 0.32, 0.04], [-0.01, 0.04, -0.01], [0.01, -0.03, -0.12], [-0.15, 0.07, -0.04], [-0.11, -0.02, 0.02], [0.04, 0.03, 0.06], [0.12, 0.30, -0.51], [0.11, 0.12, -0.05], [-0.12, -0.09, 0.02], [0.51, -0.09, 0.29], [-0.03, -0.02, 0.00], [0.00, 0.09, 0.01], [0.60, -0.24, 0.10], [-0.26, 0.01, -0.04], [-0.39, 0.46, -0.04], [0.20, 0.09, -0.15], [-0.11, 0.06, -0.02], [-0.04, -0.18, -0.02], [0.06, 0.04, 0.05], [-0.07, -0.07, 0.01], [-0.01, -0.02, -0.02], [0.17, -0.18, -0.10], [-0.07, -0.05, 0.01], [0.00, 0.13, 0.03], [0.04, 0.00, 0.03], [0.10, 0.08, 0.02], [0.01, -0.13, -0.01], [-0.13, 0.12, -0.02], [0.13, 0.09, 0.04], [-0.09, 0.02, 0.05], [-0.27, -0.06, -0.04], [0.12, 0.01, 0.02], [-0.02, -0.02, 0.08], [-0.15, -0.10, -0.03]]}

=====

Record 5
{"formula": "C2H7N3S", "method": "ωB97M-V/def2-TZVPD", "molar_mass_g_mol": 105.17, "e_lumo_ev": 0.38, "gap_ev": 8.59, "e_above_lowest_kj_mol": 497.65, "species": ["S", "N", "N", "N", "C", "C", "H", "H", "H", "H", "H", "H", "H"], "positions_angstrom": [[-0.34882, -2.04952, -0.74588], [-0.15816, 0.76525, -1.16270], [-0.63312, 0.33399, 0.08953], [-1.41872, -1.35580, 1.58470], [-0.80042, -0.91356, 0.47589], [1.32612, 1.22399, -0.97550], [-0.69871, -2.21826, 1.92273], [1.08731, 2.52430, -0.60271], [2.11860, 0.65629, -0.00707], [-0.94647, 1.15029, 0.74444], [0.14426, -0.47014, -1.61703], [2.04833, 0.87296, -1.92786], [-1.72019, -0.51980, 2.22145]], "atomic_forces_ev_per_a": [[0.35, -0.34, 0.64], [3.72, -3.53, -0.81], [-1.26, 3.28, 2.80], [1.83, -0.30, 2.70], [0.75, -0.96, -3.86], [1.22, 1.02, 1.84], [-3.12, 3.16, -0.43], [1.79, -3.94, -1.57], [-3.04, 1.61, -2.57], [0.76, -2.06, -1.59], [-1.65, 2.66, 1.44], [-2.41, 1.87, 2.19], [1.07, -2.47, -0.79]]}

=====

Here are the calculated calculated total energy numbers, same order: -6284.12564; -345.75134; -1574.46019; -1392.01743; -642.66311 (Eh).